1.
Density functional theory data (ωB97M-V with the def2-TZVPD basis set) for a cluster of 10 separate species, C40H77FO13S2 in total at a distorted geometry.

Values from the calculation:
Kohn-Sham gap = 9.89 eV
SMILES = CCOS(C)(=O)=O.CCOS(C)(=O)=O.Fc1ccccc1.C1CCOC1.C1CCOC1.C1CCOC1.C1CCOC1.C1CCOC1.C1CCOC1.C1CCOC1
Largest force on an atom = 3.33 eV/Å
E_tot = -93727.110 eV
M = 849.17 g/mol

```
133
C40H77FO13S2 (ωB97M-V with the def2-TZVPD basis set)
S 0.2228 -4.9327 -0.6772
S -1.0269 -5.0594 3.7949
F 5.7673 5.9649 1.4009
O -1.1560 -4.4158 -0.6018
O -0.4400 0.6788 4.9716
O -4.6584 -1.7527 -0.8348
O -1.9693 -4.6833 4.8491
O 0.2849 -5.5831 4.0521
O 3.5347 3.6152 -2.0472
O -0.3009 -0.5210 -5.5210
O -6.2666 1.9769 1.3764
O -0.8637 -3.8132 2.6949
O 5.8921 -0.0532 -0.4127
O 0.0233 -0.5398 -0.0368
O 0.6617 -6.1637 -0.0032
O 0.7191 -5.0079 -2.2300
C -4.2015 3.1562 2.0200
C 4.8715 -0.0114 0.5685
C 3.8752 -0.8005 -1.2482
C -0.3459 1.7490 0.3341
C -6.0225 1.7015 2.7697
C -4.9914 -1.3348 -3.0111
C 5.3787 -0.7061 -1.5801
C 2.1805 -5.5221 -4.0180
C 3.6006 6.4655 2.2826
C 2.6880 4.7491 -1.6774
C -0.5518 -1.8518 -5.5336
C -3.8274 -2.3188 -2.9315
C -1.2388 1.2882 -0.8403
C 2.0864 3.7828 -3.8626
C -1.2397 -0.2153 -0.5711
C 1.8513 -5.7840 -2.5549
C 0.8680 2.5905 5.4072
C 4.4973 5.5657 1.6924
C 0.6365 -2.5121 -4.8705
C 1.2900 -3.5598 -0.1110
C 1.5171 4.4942 -2.6644
C 1.1174 -1.5501 -3.8661
C -1.9343 -2.9390 2.4173
C 0.2831 -0.2769 -4.2306
C 0.8688 1.1709 4.7588
C 4.1824 4.2004 1.5033
C -0.5634 3.0088 5.3102
C -5.3339 3.0332 0.9715
C 0.7386 0.6541 0.3859
C 3.4864 3.4317 -3.4771
C -4.1587 -2.9227 -1.5665
C -5.0704 -0.6540 -1.6933
C -1.7982 -6.2146 2.6581
C -1.6252 -1.5904 3.0719
C 2.3532 5.9529 2.7476
C 2.0047 4.5841 2.5643
C 3.8929 -1.1326 0.2198
C 2.9309 3.7178 1.9721
C -1.3308 1.7323 5.0188
C -4.5562 2.0019 2.8689
H 4.7496 3.4257 1.0088
H 5.8624 -1.6711 -1.7319
H 2.1567 -1.3628 -4.1360
H -1.9691 -7.1732 3.1479
H 2.6210 -5.4791 -1.8459
H 1.1057 -3.4088 0.9526
H 3.2558 5.6575 -1.8789
H -2.2497 1.6834 5.6029
H 1.2030 0.4963 1.3593
H -4.0834 1.0656 2.5723
H -5.8968 3.9546 0.8223
H -5.9300 -1.8792 -3.1150
H -2.0757 -0.3658 0.1120
H 1.1415 -1.9632 -2.8577
H 0.9570 5.4067 -2.8689
H 1.5031 0.8760 -0.3587
H -6.0533 -0.2958 -1.3874
H 1.6653 6.6033 3.2674
H -0.6088 3.7601 4.5218
H 4.2702 -2.1424 0.3811
H 2.3849 4.6583 -0.6344
H -2.8719 -1.8024 -3.0227
H 0.0392 2.7457 0.1185
H 3.8373 7.5002 2.4820
H -3.1617 3.0934 1.6992
H 1.4474 -2.6710 -5.5814
H 2.5156 -4.4936 -4.1519
H 5.4259 -0.1191 -2.4973
H -1.4421 -0.8188 -1.4559
H -2.7040 -5.7158 2.3134
H -4.8423 2.7874 0.0303
H 1.6046 3.2585 4.9607
H 1.0372 -2.6010 -0.5636
H 2.9005 -0.9794 0.6438
H 0.3989 -3.5335 -4.5733
H -4.2939 2.2004 3.9080
H -0.4847 -0.1654 -3.4651
H 2.0548 4.2775 -4.8334
H -0.5832 -2.1337 -6.5861
H -2.2364 1.7272 -0.8237
H -4.2934 0.0960 -1.5456
H -6.2419 0.6655 3.0278
H 0.9645 0.5726 -4.1835
H -3.2417 -3.2804 -1.0983
H -2.9341 -3.2641 2.7051
H 1.0292 1.2098 3.6814
H -0.7869 1.4317 -1.8218
H 1.5043 2.8828 -4.0608
H -3.9951 -2.9417 -3.8101
H 1.6196 -6.8333 -2.3723
H -2.4913 -0.9287 3.0598
H 2.7766 2.6717 1.7522
H -1.4779 -2.0730 -5.0030
H -1.0069 1.8009 1.1992
H 3.8014 2.4351 -3.7862
H -2.0320 -2.7057 1.3571
H 1.2032 2.3971 6.4262
H 3.2252 0.0354 -1.5069
H -1.0094 -6.2220 1.9059
H -6.6199 2.3942 3.3624
H 3.4954 -1.6986 -1.7352
H 4.1084 4.0621 -4.1125
H -1.3655 -1.6395 4.1294
H -4.2736 4.1212 2.5215
H 2.3386 -3.8332 -0.2289
H -0.7854 -1.1001 2.5795
H 0.7814 3.8484 -2.1850
H 4.4024 0.9724 0.5532
H 1.1708 4.0580 3.0051
H 5.2142 -0.1650 1.5917
H 1.6288 0.5123 5.1791
H -1.7504 1.9237 4.0311
H 2.9298 -6.2051 -4.4182
H 1.2890 -5.6675 -4.6281
H -4.9646 -0.5450 -3.7618
H -0.8250 3.5120 6.2409
H -4.8719 -3.7465 -1.5950
```

---

2.
Density functional theory data (ωB97M-V with the def2-TZVPD basis set) for a cluster of 10 separate species, C40H80BBrN3O17PS10 in total at a distorted geometry.

Values from the calculation:
Kohn-Sham gap = 7.52 eV
Largest force on an atom = 5.58 eV/Å
E_tot = -270404.923 eV
M = 1317.44 g/mol

```
153
C40H80BBrN3O17PS10 (ωB97M-V with the def2-TZVPD basis set)
Br -0.1456 2.0360 3.1751
S 5.3995 1.0959 -2.2665
S 2.1667 3.7124 6.3681
S 6.6266 -4.2493 3.9638
S -3.6826 -5.4961 -1.8645
S -7.7728 0.9194 -4.3670
S -4.3044 3.9519 -6.8488
S 8.6636 -1.2970 1.7745
S -4.1651 6.3770 2.3226
S -0.3523 7.4173 5.6971
S 2.0456 -3.8728 4.1034
P -2.9364 -0.1781 -2.7417
O -0.5686 -5.1688 4.0421
O 4.4846 0.6873 -3.3791
O -0.6780 -1.2085 3.2699
O -4.0880 -0.4017 -3.9765
O -1.7010 2.3270 0.3216
O 0.0497 6.8752 7.0290
O 0.8335 -2.3977 -4.2196
O 3.0019 3.8238 5.1351
O -7.6184 -0.5492 -4.1781
O -3.1134 7.4364 2.2701
O -5.2883 3.4945 -7.8693
O -2.4801 -1.5560 -2.3344
O 8.0667 -4.1082 3.5866
O -3.7335 0.5351 -1.4503
O 2.0399 -0.2413 -4.1396
O -5.0228 -4.9367 -1.5238
O 7.7534 -1.6875 0.6549
N -0.0243 -7.3197 3.6954
N -1.0869 0.8422 2.0621
N 1.0691 -6.5425 3.7311
C 2.0045 -2.7745 2.6184
C -4.1338 -2.8785 -4.6028
C 1.7877 -2.8230 -5.2208
C -3.0601 2.6580 -6.6915
C -5.5107 6.8971 1.2408
C 0.8083 -1.1332 -1.9644
C 3.2752 -3.7330 -0.5835
C 4.1476 -4.1430 0.1717
C 6.5466 2.3158 -2.9315
C -1.0933 -6.4308 3.8951
C 9.8311 -0.0846 1.1257
C -0.6333 -0.5115 2.2828
C -1.1671 1.3030 0.6697
C 0.9416 -3.2246 1.5326
C 0.8273 -5.1913 3.9464
C 6.6073 -0.2212 -2.0564
C 5.9099 -2.5955 3.9808
C 9.8570 -2.6248 1.9852
C 6.5586 -4.5089 5.7457
C -0.1058 6.1119 4.4802
C -0.4062 1.2498 -2.5072
C 1.9354 -3.5449 -1.3965
C 1.1527 -2.2402 -1.0036
C -3.9746 -0.3848 -0.3591
C -3.4875 -7.0326 -0.9398
C -3.2257 5.1620 -7.6393
C -4.9636 0.2097 0.7529
C -8.2198 1.6230 -2.7680
C -3.6060 5.0086 1.2905
C 1.7367 1.9720 6.5758
C 0.6880 -2.1131 0.4253
C -9.3706 1.2033 -5.1531
C -4.7904 -1.6654 -3.7855
C -0.3823 0.1946 -0.1106
C -0.0514 -0.9008 0.8733
C -2.4541 -4.5556 -0.9385
C -2.1508 7.3897 5.6199
C 0.0161 0.0898 -1.5365
C -1.5979 0.8900 -3.4910
C 3.2768 3.8049 7.7848
B 1.2652 -1.2355 -3.5290
H -2.9938 -0.6141 0.1717
H -4.2355 -3.7940 -3.9383
H -10.1577 0.6984 -4.5908
H -8.4565 2.6814 -2.8891
H 7.1247 -3.7292 6.2576
H -2.2559 3.0048 -6.0400
H 6.5160 -1.9331 4.6011
H 10.3057 -0.4711 0.2222
H -5.1193 7.1490 0.2540
H -5.8518 -0.4986 0.8484
H 9.2840 0.8282 0.8860
H 4.8904 -2.6450 4.3673
H -2.7344 4.5536 1.7619
H 3.0264 -2.7914 2.1124
H 1.8648 -1.6958 2.9516
H 2.6380 1.3575 6.5393
H -4.5780 -3.0170 -5.6261
H -5.8347 -1.5304 -4.2408
H 1.2259 1.8334 7.5298
H -3.3316 5.3766 0.3007
H -2.4742 7.6665 4.6140
H -0.6068 5.1980 4.8055
H -4.4005 4.2653 1.2084
H 1.6235 -3.9413 -5.3656
H 5.9873 3.2202 -3.1725
H -0.5018 6.4350 3.5154
H -0.5624 2.2041 -1.9166
H -4.4373 -1.3697 -0.6865
H -1.2347 0.4025 -4.4401
H -2.4168 5.4299 -6.9576
H 1.5685 -2.3586 -6.2348
H 2.7166 3.6079 8.6999
H -3.5279 1.7771 -6.2494
H -1.4709 -5.0118 -1.0700
H 1.2588 -4.2084 1.0820
H 7.3622 0.0889 -1.3336
H 10.6100 -2.3258 2.7164
H -3.0230 -2.6547 -4.6377
H -9.0776 1.0907 -2.3533
H -4.1972 -7.7626 -1.3302
H -2.4350 -3.5359 -1.3293
H -4.4568 0.1904 1.7639
H 4.0837 3.0784 7.6736
H 1.2226 -4.4142 -1.2097
H -3.8144 6.0508 -7.8678
H -3.6910 -6.8589 0.1183
H -4.9734 -1.9334 -2.7034
H 6.9977 -5.4813 5.9684
H -2.6626 2.4021 -7.6749
H -6.2450 6.0941 1.1609
H -0.0511 -3.3756 2.0647
H 6.0913 -1.1043 -1.6801
H -2.7215 -4.5345 0.1200
H 0.5001 1.4595 -3.1681
H -9.5689 2.2752 -5.1991
H -2.4721 -7.4102 -1.0705
H -2.1665 -6.7460 3.9512
H 7.0761 -0.4555 -3.0137
H 0.9645 5.9230 4.3857
H 2.8693 -2.7092 -4.9105
H -5.3952 1.2113 0.4733
H 1.0676 1.6832 5.7637
H -2.8178 4.7497 -8.5636
H 5.8910 -2.2172 2.9571
H 10.5857 0.1353 1.8821
H -2.5403 8.1131 6.3371
H 7.0185 1.9292 -3.8363
H 9.3210 -3.5047 2.3515
H 2.7488 0.0842 -3.5370
H -5.9835 7.7763 1.6784
H -2.5196 6.3940 5.8733
H 7.3041 2.5484 -2.1820
H -2.1039 1.8626 -3.8088
H -9.3319 0.7998 -6.1647
H 5.0513 -4.2118 0.8344
H 5.5188 -4.4980 6.0758
H 2.2274 -3.6089 -2.4812
H 3.6968 4.8099 7.8278
H 10.3323 -2.8577 1.0301
H -7.3677 1.5178 -2.0955
```

---

3.
Density functional theory data (ωB97M-V with the def2-TZVPD basis set) for a cluster of 20 separate species, C40H80Cl40 in total at a distorted geometry.

Values from the calculation:
Kohn-Sham gap = 10.11 eV
ΔE to the lowest compared entry with this formula, charge and spin = 25.7 kJ/mol
Largest force on an atom = 2.57 eV/Å
E_tot = -543679.352 eV
M = 1979.20 g/mol

```
160
C40H80Cl40 (ωB97M-V with the def2-TZVPD basis set)
Cl 2.4862 -4.2218 -1.0367
Cl -7.5031 0.8121 0.1517
Cl -0.6000 -3.0584 5.1623
Cl -2.2842 -2.6951 -0.3938
Cl 1.8238 6.6439 -5.8152
Cl 0.2026 -8.7334 -1.8531
Cl 2.8012 -7.1072 0.9436
Cl 3.4682 0.8014 5.8857
Cl -2.1920 -6.4137 -1.3732
Cl 0.8080 -4.2874 2.0163
Cl -1.0725 0.6381 -4.4500
Cl -5.9830 3.3106 4.6524
Cl 4.4853 -0.6346 -2.1979
Cl 5.2305 2.1033 -3.7093
Cl 4.8371 6.8468 -4.1667
Cl 1.0247 -1.3011 -0.6994
Cl -4.8802 -3.5376 2.6751
Cl 2.0433 2.9824 1.8001
Cl -4.8395 1.1379 -3.5358
Cl 2.3365 -6.0758 -4.6352
Cl -0.2453 -3.5039 -3.1369
Cl -2.4198 -7.0030 2.0996
Cl -3.6635 4.2776 -4.4441
Cl -0.9572 7.3625 -2.0542
Cl 4.0004 5.7751 1.5585
Cl 1.5846 2.3517 -2.9087
Cl 3.5871 -1.8618 -5.3168
Cl -1.9913 5.4731 2.2671
Cl -3.2577 4.2483 -1.2190
Cl 3.6406 -5.0730 3.6477
Cl 0.6423 1.9525 4.7661
Cl -1.3860 0.5651 0.7279
Cl -0.5056 5.4668 5.2214
Cl -5.1630 -2.1887 -4.3659
Cl -6.2917 5.4049 2.2721
Cl 2.8646 -1.5451 3.0960
Cl 1.6086 5.1016 -1.0256
Cl -2.3888 -0.3434 6.1689
Cl 4.9903 0.4851 1.6308
Cl -4.1710 0.4071 1.7740
C -0.3663 -6.2742 -0.7904
C -2.3103 -1.9865 -2.0246
C 5.6309 1.8309 -2.0653
C -6.1504 3.6828 1.9861
C 1.9932 -4.8202 4.3642
C -1.9992 -3.0884 -3.0839
C 5.1658 -1.2857 1.5962
C -6.0623 -0.2689 -0.2040
C -1.2995 -1.7410 4.1098
C 0.7403 1.1826 6.4078
C 3.6704 5.5488 -4.0413
C 2.1328 1.4054 6.9589
C 4.1665 -6.1008 0.2894
C 0.4913 7.5846 -0.9527
C -5.0436 0.4738 -5.2085
C 3.3261 5.0102 3.0758
C -2.0044 3.6742 -2.2773
C 2.2044 6.0117 -4.2266
C 0.8769 6.3822 -0.0564
C -4.7113 0.2832 0.0726
C 0.9591 -5.4124 3.4162
C -2.6533 -1.1711 4.6478
C -1.8905 4.3408 4.8288
C 0.0294 1.1797 -0.1175
C 0.7704 0.5582 -4.8377
C 3.3301 3.5172 3.0169
C 6.0116 0.4004 -1.8565
C -5.8946 -0.7520 -5.2359
C 3.1178 -3.6607 -5.5955
C -1.8387 4.0278 3.3224
C 0.4452 -6.9568 -1.8694
C 3.7900 -2.0117 1.6404
C -2.0829 4.3148 -3.7180
C 1.2751 0.3353 0.1168
C -6.7502 2.7660 3.1122
C 3.9276 -5.3061 -1.0179
C 3.4563 -4.5835 -4.4348
C -4.2746 -5.1108 2.0733
C 1.5337 0.6353 -3.5477
C -2.8303 -5.3014 2.4759
H -1.3797 3.8170 -4.3750
H 1.2057 -6.3517 2.9673
H 4.7599 -4.6305 -1.1257
H -4.3473 -4.9939 0.9849
H 3.5630 -3.8729 -6.6018
H 2.0727 -5.1905 5.3317
H -6.4633 3.4993 0.9294
H 1.5554 5.1392 -4.0248
H 1.4440 0.2232 1.1921
H -0.5484 -0.9416 4.2322
H -5.5222 1.2193 -5.8647
H 0.4752 0.1609 6.2905
H -2.2712 -2.6770 -4.0408
H 3.1325 -4.0610 -3.5454
H -6.8498 -0.5339 -4.6734
H -6.3976 1.7401 2.9838
H 2.5496 0.3704 -3.7980
H 6.6673 0.0366 -2.6073
H 4.2512 3.0172 2.6793
H 2.3699 5.4448 3.3421
H -2.0696 2.5931 -2.3927
H -1.3241 -2.0761 3.0336
H 1.5094 -6.8921 -1.7325
H 1.9114 -3.7327 4.4713
H 4.5053 -5.3303 1.0119
H -1.7495 5.3006 -3.5671
H -3.0598 -0.4810 3.9478
H 3.9760 -5.8637 -1.9527
H -4.6169 1.2445 -0.3601
H 3.1613 -1.8252 0.7637
H 0.2006 2.2585 0.1969
H 4.0213 5.3056 3.8433
H -0.1607 -5.2323 -0.6407
H 0.9818 1.3063 -5.6136
H -3.3647 -1.6779 -2.2531
H 1.3387 7.9896 -1.5111
H 5.6561 -1.5566 0.6606
H -6.1968 -0.4626 -1.2451
H 4.9552 -6.7702 0.0977
H -0.9702 3.4401 3.0005
H 0.2099 8.4856 -0.4135
H -4.9845 -5.8619 2.4501
H -4.0924 0.3585 -5.6699
H 3.9514 -3.0560 1.7820
H 5.7977 -1.6009 2.4494
H 6.4103 2.5465 -1.8088
H -2.5205 -4.0213 -2.8455
H -0.1615 1.2016 -1.1688
H 2.1280 0.7379 -0.3460
H 4.7698 2.1386 -1.4233
H -2.7442 3.5024 3.0538
H 3.9783 4.8229 -4.7968
H -7.8617 2.8837 3.2818
H -5.1289 3.4039 1.8274
H 4.4801 -4.8800 -4.3999
H 1.6487 6.6751 0.5753
H -1.5593 3.3799 5.2903
H -3.9456 -0.3377 -0.3915
H 0.8147 -0.4698 -5.1892
H 0.0266 1.7497 7.0211
H -2.7955 4.7784 5.2201
H 1.1613 -0.0546 -2.8486
H 0.2351 -6.5502 -2.8445
H -2.1948 -4.5846 1.9133
H 2.1804 0.8748 7.9234
H -6.2398 -1.1872 0.3527
H 2.2206 2.4744 7.1033
H 2.9951 3.0975 3.9082
H -6.2467 -1.0804 -6.2597
H -1.0808 4.0374 -1.8488
H 3.7589 5.0718 -3.0856
H 1.9716 6.7905 -3.4837
H -3.4221 -1.9736 4.7260
H -0.0255 -5.5859 3.8581
H 0.0551 5.9683 0.5354
H 2.0407 -3.5630 -5.6996
H -0.3533 -6.8332 0.1392
H -1.6096 -1.1446 -2.1309
H -2.6458 -5.1158 3.5494
H 6.2537 0.0919 -0.8699
```

---

Q: E_tot of number 1 (C40H77FO13S2)?
A: -93727.110 eV

---

Q: Among the records above, which one has the lowest largest force on an atom?
A: C40H80Cl40

---

Q: The lowest M belongs to which entry?
A: C40H77FO13S2

---

Q: Look up the Kohn-Sham gap of the third one.
A: 10.11 eV